Record 1
A structure of composition C14H18N10O2Ti in a non-equilibrium geometry, computed with the ωB97M-V functional and the def2-TZVPD basis.

Geometry as XYZ:
```
45
Properties=species:S:1:pos:R:3:forces:R:3:mulliken_spin:R:1
C 2.41537 1.10289 0.36526 0.12 0.05 -0.02 0.005
H -2.33154 1.05095 -1.84193 0.03 0.06 0.31 -0.002
H 0.05271 1.38289 -2.38436 0.06 0.07 0.22 0.002
C -1.64416 0.21861 -1.75813 0.05 -0.22 -0.48 -0.013
H -1.13652 3.24873 3.62755 -0.02 0.03 -0.02 0.000
H 0.72148 -2.83721 -2.01505 0.07 -0.01 0.30 0.000
C 0.08486 -1.97559 -1.85448 -0.16 0.10 -0.54 -0.009
N 3.60103 0.78418 0.86743 -0.13 0.24 -0.15 -0.001
C 0.58285 -0.68705 -2.10431 -0.24 -0.14 -0.52 0.004
N -0.64753 3.31842 1.15760 -0.06 -0.17 0.12 0.001
N -1.01800 1.03690 1.21747 -0.31 0.37 -0.34 -0.026
N -1.09674 2.34314 3.17974 -0.01 0.07 0.02 0.006
N -0.55438 3.25986 -0.23739 -0.04 -0.03 -0.18 0.005
C -0.10695 -3.41047 1.48926 0.01 -0.19 0.05 0.012
O -0.61117 -0.32923 3.01241 -0.49 0.00 -0.24 0.274
H 0.04688 -5.31314 2.51661 -0.08 0.05 -0.03 0.000
H -3.78990 -2.04505 -0.48385 0.01 0.01 0.01 0.000
C 2.38343 -0.85820 1.20959 0.12 0.47 -0.19 0.012
C -0.29339 0.40845 -2.07062 -0.11 -0.22 -0.47 0.022
N 0.53301 -2.28963 1.14579 0.63 -0.28 0.24 -0.024
N 3.60119 -0.44391 1.39474 0.06 -0.37 0.24 0.002
H -1.45832 3.49633 -0.63960 -0.06 0.07 0.01 0.000
N -1.10236 -0.10363 1.91651 -0.40 0.82 3.33 0.052
H -0.69996 4.22159 1.61313 -0.04 0.04 0.03 0.000
O -1.74014 -1.00293 1.22019 -1.70 -0.61 0.96 -0.051
C -3.61793 -1.28312 -1.24381 -0.16 -0.04 0.07 -0.001
C 0.53828 -4.38549 2.24882 0.01 0.16 -0.11 -0.001
H -1.65941 -3.16255 -1.43569 0.04 0.00 0.23 0.002
H -4.09057 -1.64422 -2.16241 0.07 0.01 -0.04 -0.001
C 2.41566 -3.09638 2.37328 -0.14 0.24 -0.24 -0.001
H -4.12704 -0.36604 -0.95516 0.03 0.01 0.02 0.000
H 1.60112 -0.55960 -2.44714 0.08 0.03 0.21 0.000
C -1.26710 -2.15703 -1.53546 -0.10 0.09 -0.35 0.013
N 1.77935 -4.21512 2.67549 0.11 -0.25 0.20 0.001
H 4.45348 1.33270 0.88814 0.01 0.06 -0.03 -0.001
H -1.18526 1.53997 3.78224 0.03 -0.08 0.02 -0.002
N 1.59196 0.07637 0.56038 0.58 -0.38 0.44 -0.030
H -1.13630 -3.53176 1.18264 0.00 0.02 -0.05 -0.002
C 1.79530 -2.12830 1.58829 0.08 -0.36 0.22 0.009
C -2.16506 -1.06870 -1.49395 0.15 -0.07 -0.28 -0.009
C -0.89567 2.23083 1.88264 0.26 0.06 0.15 0.007
H 0.08923 3.98782 -0.53128 0.10 -0.03 -0.01 0.000
H 3.42137 -2.96005 2.75415 0.00 0.03 -0.04 0.000
Ti -0.32076 -0.62306 0.12543 1.51 0.27 -3.05 0.740
H 2.17904 2.03417 -0.12267 0.03 0.01 0.00 0.003
```
Positions in Å, forces in eV/Å.

Values from the calculation:
lowest unoccupied orbital energy (alpha / beta): -11.5175 / -11.7266 eV
E_HOMO (alpha / beta): -18.967 / -18.966 eV
energy: -2090.7446 Ha
⟨S²⟩: 0.77
charge: +3
2S+1: 2

***

Record 2
The molecule C14H18N2O2, computed with the ωB97M-V functional and the def2-TZVPD basis.

Geometry as XYZ:
```
36
Properties=species:S:1:pos:R:3:forces:R:3:mulliken_charge:R:1
C 1.47638 -4.26154 -1.89905 0.04 0.03 0.06 -1.495
H -0.00674 0.96662 1.42857 -0.03 0.07 -0.13 0.202
C -0.05613 -4.70042 0.04030 0.06 -0.05 -0.06 -0.685
H -0.39095 0.06761 -1.47658 -0.04 0.05 0.02 0.241
H 0.09587 4.67110 2.99018 0.00 0.01 0.02 0.350
H 1.34201 -3.75175 -2.85098 0.02 0.00 -0.08 0.369
C -0.23930 4.01299 1.02941 0.09 -0.03 0.06 0.852
C 0.45191 -3.81597 -0.89841 -0.09 -0.07 0.07 0.382
O 1.41886 -0.13249 0.58330 0.33 -0.16 -0.04 -0.555
H -2.33214 5.23552 -0.97859 -0.14 0.07 -0.19 0.455
H 1.55431 4.08315 2.17620 0.08 -0.01 0.08 0.300
C -1.41705 -2.95794 0.97093 -0.02 0.24 -0.08 -0.706
H 1.85122 2.38159 0.44950 -0.08 -0.07 -0.14 0.291
C -0.90745 -2.05353 0.04001 -0.09 -0.27 0.14 0.812
H 1.41427 -5.33411 -2.06410 0.03 -0.06 -0.05 0.397
H 0.35386 2.93233 2.77328 0.05 -0.05 0.11 0.284
C 0.95661 2.13600 -0.13102 0.17 -0.60 0.31 -1.194
H 0.27766 -5.72732 0.04523 0.03 -0.11 -0.02 0.382
C -0.99181 -4.26946 0.96582 0.01 0.04 0.00 -0.497
C 0.01935 -2.49535 -0.89443 -0.10 0.23 -0.06 -0.075
H -1.39010 -4.96271 1.69160 -0.04 -0.05 0.07 0.372
C -1.56280 4.64860 -0.51934 0.06 -0.23 -0.27 -0.483
C -0.83201 3.62641 -1.04387 -0.20 0.18 -0.23 -0.403
H -0.82945 3.17403 -2.01441 0.02 -0.12 -0.20 0.443
C 0.38843 0.80628 0.41997 -0.40 0.32 -0.34 0.555
C -0.76191 0.29824 -0.46917 0.36 0.33 0.25 -0.726
H -1.51672 1.08579 -0.54879 0.13 -0.08 -0.08 0.429
H 1.74661 -0.41087 -0.28032 -0.04 -0.03 0.07 0.381
C 0.48702 3.91308 2.31902 0.06 -0.07 -0.05 -1.236
N 0.02258 3.21936 -0.04996 -0.26 0.36 0.02 0.279
N -1.18368 4.87610 0.76561 -0.04 0.28 0.53 -0.739
H 2.47828 -4.03433 -1.53253 0.09 -0.02 -0.05 0.282
O -1.43542 -0.79140 0.10720 -0.03 -0.30 0.11 -0.473
H 0.41565 -1.83062 -1.64915 0.00 0.08 -0.05 0.328
H -2.14562 -2.60503 1.68293 -0.09 0.05 0.09 0.448
H 1.24842 2.00003 -1.17838 0.04 0.06 0.10 0.437
```
Positions in Å, forces in eV/Å.

Values from the calculation:
structure (SMILES): Cc1cccc(OC[C@@H](O)Cn2ccnc2C)c1
lowest unoccupied orbital energy: 0.5142 eV
E_HOMO: -8.475 eV
energy: -804.2607 Ha
energy above the lowest of the compared OMol25 structures with the same formula, charge and spin: 1.8224 eV

***

Record 3
A structure of composition C14H18N2O3 in a non-equilibrium geometry, computed with the ωB97M-V functional and the def2-TZVPD basis.

Geometry as XYZ:
```
37
Properties=species:S:1:pos:R:3:forces:R:3:mulliken_charge:R:1
C -3.59286 -0.08441 0.40625 0.84 -3.37 2.77 0.544
C -0.37380 -1.51977 -0.26970 -8.33 -0.29 0.01 0.743
C 3.02688 -1.16378 0.20488 -0.64 -4.17 1.80 -0.477
H 5.08418 -0.49972 1.49144 1.45 1.29 0.17 0.133
N -1.30063 -0.50351 -0.63283 -5.05 -15.03 -0.76 -0.241
C 5.11519 1.05577 0.14764 2.43 6.59 -4.96 0.347
H 6.96072 -0.03951 -0.82831 0.75 0.89 -0.25 0.279
C -2.84419 -1.06626 -0.74650 6.63 2.38 10.34 -1.579
N 1.78151 -1.84948 0.27947 4.72 6.60 1.27 -0.060
O -3.38554 1.25219 0.47545 1.20 2.38 -1.02 -0.516
H 5.71951 2.26036 -0.02939 -2.45 -3.96 0.30 0.287
O 3.32197 2.48461 -0.51796 1.83 -8.03 1.05 -0.654
C 0.81990 -0.95930 -0.06276 4.68 0.89 -0.59 0.062
H -5.27752 -1.12288 -0.01734 -2.17 -5.14 -2.10 0.566
H 4.00742 -1.81111 0.34977 -2.36 1.85 -0.28 0.178
H -3.39372 -0.73989 -1.39354 -4.81 2.90 -9.01 0.945
H -5.44143 0.54823 -1.49484 -1.13 2.13 2.02 0.268
H 6.64750 0.56783 1.66136 -0.98 0.08 -0.58 0.284
C 3.74431 1.03954 -0.20888 -1.97 12.00 -0.61 0.243
H -5.55905 -0.03508 1.52603 1.34 -1.68 -1.96 0.280
H 0.99339 1.17163 -0.71758 -0.49 0.06 -0.18 0.459
C 5.79899 0.26581 1.00736 0.81 -5.62 7.11 -0.445
C -5.65419 1.02592 -0.41570 5.17 -3.35 0.37 -0.613
H -3.03150 -2.05115 -0.38287 0.72 -0.60 -0.14 0.326
O -0.72621 -2.69278 0.00754 1.16 2.05 -1.09 -0.724
C 1.38788 0.22332 -0.41311 -0.81 1.47 1.67 -1.027
C 6.03922 -0.14486 -0.32015 -1.59 -1.75 -3.52 -0.647
H -4.85683 2.45622 0.91756 -3.03 4.14 7.17 0.566
C -5.05578 -0.32892 0.48752 -1.21 8.04 2.48 -1.037
H 1.64985 -2.70932 0.01038 -0.74 -6.17 -1.05 0.275
C -4.50636 2.06675 0.15360 -0.98 -10.92 -2.56 -1.030
H 5.45588 -0.98835 -0.86645 0.93 1.42 1.51 0.123
H -1.16252 0.35204 -0.64299 1.69 9.98 -0.04 0.373
H -6.60727 1.17858 -0.01079 -1.57 0.45 -0.42 0.430
H -3.19068 -0.38589 1.39424 0.31 -0.70 -0.56 0.300
C 2.71135 0.16601 0.03990 1.45 -2.55 -1.84 0.484
H -4.30555 2.58115 -0.58869 2.23 5.75 -6.52 0.557
```
Positions in Å, forces in eV/Å.

Values from the calculation:
lowest unoccupied orbital energy: -0.3777 eV
E_HOMO: -8.839 eV
energy: -879.0425 Ha
energy above the lowest of the compared OMol25 structures with the same formula, charge and spin: 14.2696 eV